Molecular formula: C7H20N6OP
Method: DFT, ωB97M-V with the def2-TZVPD basis set

Output
molecular weight	235.25	g/mol
multiplicity	3
total charge	+1
orbital gap (alpha / beta)	0.1945 / 0.2194	Eh
energy	-1023.4165	Ha
HOMO level (alpha / beta)	-7.41 / -12.28	eV

CARTESIAN COORDINATES (ANGSTROEM)
C1 -0.882 -1.926 -0.932
C2 1.450 1.791 0.384
C3 0.994 -3.456 -1.301
C4 -3.229 -2.273 -1.346
C5 3.749 2.869 0.426
C6 -0.667 3.000 0.015
C7 -0.399 -0.305 2.340
N1 0.137 -1.099 -0.515
N2 -0.415 -3.144 -1.215
N3 -2.080 -1.477 -0.991
N4 2.238 2.828 0.446
N5 0.142 1.877 0.275
N6 1.741 0.501 0.724
O1 -2.362 0.567 0.495
P1 0.099 -0.014 0.584
H1 1.652 -2.655 -1.377
H2 1.211 -3.932 -0.383
H3 1.114 -4.259 -1.998
H4 -3.283 -3.262 -0.845
H5 -4.049 -1.601 -1.101
H6 -3.190 -2.654 -2.321
H7 3.850 3.874 0.744
H8 4.319 2.396 1.188
H9 4.063 2.644 -0.498
H10 -1.652 2.758 0.598
H11 -0.087 3.962 0.456
H12 -0.883 3.085 -1.036
H13 -1.456 -0.637 2.529
H14 0.299 -0.753 2.995
H15 -0.373 0.754 2.533
H16 -1.034 -3.811 -1.443
H17 -2.164 -0.127 -0.193
H18 1.808 3.575 -0.125
H19 -3.275 0.874 0.425
H20 2.613 0.032 0.465

Forces on the atoms, in the same order (eV/Å):
C 6.14 0.54 1.23
C -1.05 -0.03 1.07
C -1.39 -2.01 0.77
C 0.47 0.16 2.12
C -3.03 1.35 2.70
C -0.55 1.55 2.73
C -0.65 -0.26 -0.59
N -0.42 -4.75 -2.72
N 1.17 2.75 -0.19
N -2.86 -0.29 -0.87
N 1.63 1.10 -1.16
N 1.97 -0.44 -0.53
N 0.47 -0.19 -0.27
O -0.65 0.60 0.34
P -2.43 1.69 2.74
H 0.65 1.49 -0.70
H 0.72 -0.46 1.36
H 0.24 -0.03 -0.93
H -0.04 0.64 0.68
H -0.54 -0.71 -0.45
H -0.02 0.29 -2.09
H 0.87 1.31 -0.53
H -0.36 -1.38 0.75
H 1.53 -0.53 -3.33
H 1.71 1.11 -1.15
H -1.79 -1.74 -1.03
H -0.11 0.37 -0.39
H 1.24 0.18 -0.67
H 0.79 -0.74 0.70
H -0.19 0.69 0.63
H -2.48 -2.91 -1.25
H -0.97 0.72 0.24
H 0.76 -0.15 0.84
H -0.13 -0.19 -0.20
H -0.69 0.26 0.17